[1]
DFT (the ωB97M-V functional and the def2-TZVPD basis) results for a 4-piece molecular cluster, C18H38FO12P overall.

Last column: Mulliken charge in e.
CARTESIAN COORDINATES (ANGSTROEM)
C 1.031 -1.422 1.229  -1.3427
C 1.491 -0.144 0.511  0.1185
O 1.668 0.929 1.410  -0.2473
C 0.523 1.730 1.611  -0.5720
C -0.124 1.442 2.975  -0.4966
O -1.479 1.792 3.089  -0.5162
P -2.597 0.918 2.124  0.5031
C -3.884 -0.028 1.056  -0.8601
C -4.778 -0.960 1.783  0.5558
O -5.547 -1.756 1.286  -0.5258
F -4.720 -0.859 3.125  -0.2308
H -0.046 -1.478 1.190  0.1974
H 1.408 -2.300 0.732  0.4217
H 1.378 -1.357 2.243  0.3552
H 2.445 -0.366 0.062  0.0902
H 0.805 0.109 -0.288  0.3788
H -0.161 1.658 0.777  0.4465
H 0.876 2.750 1.641  0.2210
H 0.068 0.408 3.243  0.3705
H 0.414 2.030 3.700  0.3074
H -2.425 1.828 1.064  0.0159
H -3.580 1.227 3.067  0.0007
H -1.847 -0.260 2.306  -0.0376
H -4.539 0.722 0.632  0.4038
H -3.436 -0.537 0.219  0.3964
C 3.918 -2.027 -5.390  -1.0944
C 4.898 -2.271 -4.262  -0.1645
O 5.535 -1.060 -3.827  -0.3780
C 4.787 -0.255 -3.083  0.7907
O 3.658 -0.461 -2.721  -0.5561
O 5.514 0.819 -2.779  -0.3455
C 4.802 1.807 -2.034  -0.2619
H 4.412 -1.516 -6.217  0.2921
H 3.515 -2.973 -5.750  0.3594
H 3.089 -1.402 -5.064  0.3105
H 5.707 -2.912 -4.605  0.2972
H 4.423 -2.765 -3.415  0.2902
H 4.359 1.375 -1.139  -0.1237
H 4.031 2.265 -2.651  0.3261
H 5.520 2.569 -1.745  0.2544
C 4.570 1.765 2.087  -0.8236
C 5.773 1.047 1.518  -0.0795
O 6.880 1.019 2.432  -0.3961
C 6.768 0.157 3.437  0.7280
O 5.860 -0.607 3.623  -0.5544
O 7.856 0.270 4.199  -0.3566
C 7.842 -0.557 5.363  -0.6318
H 4.845 2.771 2.412  0.3702
H 3.785 1.834 1.341  0.1535
H 4.169 1.240 2.951  0.3056
H 6.133 1.583 0.643  0.1838
H 5.521 0.033 1.205  0.3153
H 7.674 -1.599 5.101  0.2917
H 7.075 -0.218 6.057  0.2942
H 8.818 -0.454 5.827  0.2214
C -7.240 -1.891 -2.685  -1.1673
C -7.887 -1.519 -1.368  0.0405
O -8.376 -0.167 -1.374  -0.3282
C -9.496 0.035 -2.058  0.7817
O -10.141 -0.799 -2.635  -0.5539
O -9.799 1.331 -1.978  -0.3465
C -10.955 1.708 -2.729  -0.6476
H -6.453 -1.178 -2.936  0.2802
H -6.807 -2.889 -2.624  0.3612
H -7.964 -1.881 -3.498  0.3554
H -7.146 -1.561 -0.574  0.1136
H -8.689 -2.207 -1.106  0.3247
H -11.815 1.104 -2.451  0.2978
H -10.760 1.612 -3.795  0.2928
H -11.153 2.748 -2.490  0.2233

Output
LUMO	0.5	eV
SMILES	CCOCCO[PH3]CC(=O)F.CCOC(=O)OC.CCOC(=O)OC.CCOC(=O)OC
F_max	3.0	eV Å⁻¹
electronic energy	-55857.1954	eV
frontier orbital gap	10.1877	eV

[2]
DFT (the ωB97M-V functional and the def2-TZVPD basis) results for C3H7N3O2 as an isolated structure.

Last column: Mulliken charge in e.
CARTESIAN COORDINATES (ANGSTROEM)
C 2.006 1.273 1.321  -0.6466
C 0.704 0.272 -0.032  0.7081
C -1.408 -0.598 -1.095  0.3035
H 1.583 1.409 2.718  0.1837
H 2.643 -0.061 1.221  0.3296
H 2.704 2.218 0.693  0.1979
H -0.821 1.469 -0.192  0.4162
H -0.430 -2.047 -0.295  0.2793
H -2.016 -2.587 -0.448  0.3631
H -3.296 -0.564 -1.488  0.2396
N -0.365 0.459 -0.848  -0.2513
N -0.993 -1.981 -1.217  -0.5703
N -2.523 0.045 -1.272  -0.5981
O 0.815 1.479 0.682  -0.2895
O 1.396 -0.786 0.254  -0.6653

Output
LUMO	-0.2	eV
F_max	7.0	eV Å⁻¹
energy above the lowest of the compared OMol25 structures with the same formula, charge and spin	911.4	kJ/mol
electronic energy	-11781.8669	eV
frontier orbital gap	9.7091	eV

[3]
DFT (the ωB97M-V functional and the def2-TZVPD basis) results for C3H3BeO3 as an isolated structure.

Last column: Mulliken charge in e.
CARTESIAN COORDINATES (ANGSTROEM)
C 0.257 -0.236 -1.029  0.7757
C -0.026 1.100 1.520  -0.5039
O 0.934 0.769 -0.878  -0.4871
O -0.442 -0.743 0.089  -0.2498
C -0.261 -0.223 1.376  0.0023
H 0.738 1.410 2.232  0.2462
H -0.647 1.842 1.018  0.2542
H 0.244 -0.966 1.998  0.2985
O -0.186 -0.799 -2.064  -0.4160
Be -1.201 -1.650 -0.873  0.0798

Output
LUMO (spin up / spin down)	0.2 / -0.3	eV
2S+1	2
F_max	6.2	eV Å⁻¹
energy above the lowest of the compared OMol25 structures with the same formula, charge and spin	0.0	kJ/mol
electronic energy	-9701.1074	eV
<S²>	0.750
frontier orbital gap (spin up / spin down)	7.3029 / 10.0126	eV

[4]
DFT (the ωB97M-V functional and the def2-TZVPD basis) results for C18H33N4PdSSi as an isolated structure.

Last column: Mulliken charge in e.
CARTESIAN COORDINATES (ANGSTROEM)
Pd 0.856 -0.141 -0.071  0.2338
C -0.557 -2.882 -1.626  -1.3150
N 0.638 -2.502 -0.876  0.8964
C 0.794 -3.373 0.293  -1.2421
C 1.805 -2.619 -1.758  -1.0113
C 3.090 -2.091 -1.114  -1.0258
N 3.009 -0.676 -0.750  1.1354
C 3.234 0.190 -1.902  -1.2685
C 3.943 -0.350 0.319  -1.3441
H -0.512 -3.927 -1.965  0.3703
H -0.659 -2.241 -2.503  0.3323
H -1.441 -2.758 -1.000  0.3102
H 1.191 -4.356 0.012  0.2753
H -0.178 -3.529 0.758  0.3085
H 1.468 -2.906 1.014  0.3722
H 1.591 -2.057 -2.672  0.4799
H 1.973 -3.671 -2.044  0.3603
H 3.912 -2.260 -1.823  0.3240
H 3.307 -2.663 -0.210  0.4933
H 4.214 -0.010 -2.358  0.3526
H 3.199 1.235 -1.588  0.2994
H 2.459 0.027 -2.653  0.2571
H 4.982 -0.517 0.008  0.3348
H 3.740 -0.961 1.196  0.4040
H 3.816 0.696 0.599  0.2577
C -1.034 1.907 2.991  -0.9383
N -1.337 0.508 2.894  0.4340
C -2.546 -0.102 3.093  -0.2714
C -2.367 -1.438 2.944  -0.7618
N -1.045 -1.636 2.650  0.0892
C -0.413 -0.436 2.604  -0.1979
S 1.239 -0.189 2.382  -0.3739
H -1.944 2.492 2.901  0.3261
H -0.343 2.164 2.186  0.1057
H -0.550 2.133 3.943  0.3501
H -3.434 0.444 3.335  0.5233
H -3.071 -2.242 2.999  0.4709
H -0.574 -2.522 2.539  0.3120
C 0.035 2.174 -2.788  -1.2638
Si 0.116 1.983 -0.862  0.6295
C 0.905 3.609 -0.158  -1.3390
C -1.736 1.745 -0.346  0.4536
C -2.359 0.536 -0.652  -0.2980
C -3.723 0.371 -0.490  -0.6554
C -4.485 1.407 0.025  -0.5417
C -3.871 2.594 0.388  -0.5570
C -2.511 2.762 0.198  -0.4446
H -0.710 2.929 -3.024  0.4380
H -0.269 1.256 -3.282  0.3343
H 0.982 2.488 -3.215  0.3822
H 0.228 4.447 -0.287  0.4312
H 1.815 3.846 -0.701  0.4083
H 1.157 3.540 0.897  0.3917
H -1.765 -0.277 -1.068  0.2490
H -4.205 -0.552 -0.781  0.4512
H -5.552 1.295 0.136  0.4234
H -4.458 3.400 0.804  0.4270
H -2.051 3.704 0.455  0.4212

Output
LUMO (spin up / spin down)	-3.9 / -3.9	eV
F_max	1.2	eV Å⁻¹
energy above the lowest of the compared OMol25 structures with the same formula, charge and spin	123.8	kJ/mol
charge	+1
electronic energy	-47349.4976	eV
frontier orbital gap (spin up / spin down)	6.3604 / 6.3601	eV

[5]
DFT (the ωB97M-V functional and the def2-TZVPD basis) results for C11H12BrClHo as an isolated structure.

Last column: Mulliken charge in e.
CARTESIAN COORDINATES (ANGSTROEM)
C -1.233 -1.261 -1.211  -0.4644
C -1.921 -2.371 -0.664  -0.5082
C -2.884 -1.899 0.300  -0.4533
H -1.836 -3.416 -1.001  0.3888
C -2.806 -0.454 0.290  -0.7424
C -1.785 -0.056 -0.636  -0.2563
H -1.613 0.953 -0.999  0.4203
H -0.609 -1.290 -2.106  0.4406
H -3.703 -2.491 0.748  0.4466
H -3.440 0.217 0.887  0.4013
Ho -0.833 -1.234 1.371  1.0605
Br 1.072 -3.027 1.497  -0.5007
C 2.928 1.637 0.103  -0.6505
C 1.988 2.354 -0.700  -0.6056
C 1.737 1.574 -1.881  -0.5728
H 1.625 3.358 -0.526  0.3830
C 2.511 0.384 -1.800  -0.6088
C 3.221 0.407 -0.561  -0.4739
H 3.842 -0.394 -0.172  0.3963
H 3.321 1.965 1.056  0.4216
H 1.128 1.893 -2.722  0.4092
H 2.534 -0.413 -2.540  0.4303
Cl -1.285 -0.021 3.911  -0.2562
C -0.726 0.809 2.506  -0.7194
H -1.486 1.528 2.199  0.2265
H 0.253 1.251 2.648  0.3877

Output
LUMO (spin up / spin down)	2.3 / 2.4	eV
2S+1	5
F_max	2.8	eV Å⁻¹
charge	-1
electronic energy	-119965.7128	eV
<S²>	6.005
frontier orbital gap (spin up / spin down)	4.9669 / 4.9929	eV

[6]
DFT (the ωB97M-V functional and the def2-TZVPD basis) results for C47H45CrN6O4PSSb as an isolated structure.

Last column: Mulliken charge in e.
CARTESIAN COORDINATES (ANGSTROEM)
Cr 13.712 11.407 11.220  -0.7847
O 13.136 8.691 13.952  -0.7792
C 13.260 8.930 12.745  -0.2983
O 14.023 9.852 12.306  0.9305
C 12.537 8.049 11.744  0.2366
C 12.088 6.800 12.205  -0.9299
C 11.474 5.880 11.401  -0.7741
C 11.206 6.221 10.072  -0.8706
C 11.676 7.395 9.556  -0.2955
C 12.309 8.321 10.380  0.0002
P 12.895 9.844 9.605  3.6108
C 14.207 9.339 8.485  0.4127
C 14.739 10.206 7.531  0.3695
C 15.742 9.741 6.692  -0.8519
C 16.255 8.457 6.829  -0.6740
C 15.795 7.624 7.822  -0.9043
C 14.786 8.081 8.671  -0.4743
C 11.493 10.473 8.625  1.2302
C 11.701 11.582 7.792  -0.0594
C 10.700 12.091 6.985  -0.9792
C 9.426 11.537 7.069  -0.7875
C 9.209 10.478 7.911  -0.8581
C 10.198 9.940 8.692  -0.7376
H 12.298 6.545 13.218  0.5310
H 11.156 4.929 11.838  0.3757
H 10.680 5.526 9.437  0.4521
H 11.458 7.675 8.562  0.8834
H 14.364 11.203 7.428  0.0123
H 16.118 10.401 5.923  0.4373
H 17.010 8.125 6.128  0.3705
H 16.163 6.609 7.942  0.4146
H 14.432 7.483 9.502  0.3482
H 12.684 12.046 7.752  -0.5228
H 10.926 12.950 6.356  0.4487
H 8.589 11.952 6.511  0.3620
H 8.216 10.100 8.008  0.4090
H 9.885 9.152 9.374  0.5726
O 17.450 10.340 9.233  -0.6514
S 16.887 10.659 10.524  1.1489
O 16.504 9.574 11.383  -0.5757
N 15.640 11.677 10.373  0.9188
C 15.702 12.720 9.430  0.8142
C 16.822 13.134 8.668  -0.8257
C 16.730 14.243 7.825  -1.2751
C 15.557 14.976 7.739  -1.0606
C 14.418 14.551 8.451  1.5107
C 13.164 15.221 8.356  -1.5883
C 12.076 14.791 9.134  -1.2057
C 12.179 13.645 9.868  -0.3390
N 13.358 12.967 10.018  1.1131
C 14.498 13.449 9.313  -0.9270
C 18.201 11.600 11.346  0.1378
C 19.194 10.808 11.947  -0.6979
C 20.282 11.416 12.604  -0.8146
C 20.364 12.792 12.667  -0.5306
C 19.374 13.561 12.051  -0.8662
C 18.298 12.976 11.368  0.4111
H 17.738 12.545 8.665  0.6457
H 17.540 14.568 7.191  0.4040
H 15.425 15.798 7.049  0.3741
H 13.119 16.107 7.748  0.3971
H 11.090 15.254 9.012  0.4003
H 11.296 13.197 10.357  0.2495
H 19.086 9.729 11.926  0.4534
H 21.022 10.766 13.056  0.3944
H 21.154 13.318 13.167  0.4096
H 19.412 14.642 12.146  0.4085
H 17.570 13.607 10.847  0.2016
N 7.389 11.043 11.210  -0.6193
C 8.383 10.928 11.764  0.4296
N 9.475 10.757 12.544  -0.9074
C 10.627 11.030 12.062  0.9376
N 11.736 11.280 11.807  -0.2289
C 18.149 13.660 15.877  -1.3718
C 18.198 12.130 15.758  -0.8611
Sb 16.453 11.463 14.722  -0.5282
C 15.223 11.576 16.539  -0.8925
C 14.038 10.572 16.551  -1.1968
C 16.897 9.285 14.769  -0.1202
C 17.469 8.874 16.114  -1.2028
H 19.021 14.072 16.412  0.3418
H 17.287 13.916 16.498  0.3575
H 18.069 14.159 14.927  0.2484
H 18.247 11.697 16.757  0.5930
H 19.154 11.900 15.270  0.4679
H 14.880 12.607 16.660  0.5934
H 15.917 11.427 17.385  0.6394
H 13.514 10.502 15.625  0.1359
H 13.310 10.761 17.339  0.3776
H 14.442 9.574 16.649  0.2960
H 17.601 9.110 13.948  0.2456
H 15.929 8.826 14.509  0.1766
H 18.413 9.406 16.302  0.2699
H 17.755 7.822 16.133  0.4247
H 16.787 9.158 16.918  0.2235
C 14.045 14.824 14.786  -0.2551
C 13.240 13.700 14.914  -1.1995
C 13.203 12.775 13.879  -0.7061
N 13.937 12.902 12.759  1.4829
C 14.695 14.010 12.627  0.0743
C 14.763 14.989 13.575  -1.1631
H 14.088 15.549 15.576  0.4357
H 12.656 13.454 15.769  0.5381
H 12.581 11.917 13.895  0.4597
H 15.277 14.053 11.729  0.0687
H 15.318 15.873 13.389  0.5733

Output
LUMO (spin up / spin down)	2.4 / 2.3	eV
2S+1	5
F_max	2.7	eV Å⁻¹
energy above the lowest of the compared OMol25 structures with the same formula, charge and spin	0.0	kJ/mol
charge	-1
electronic energy	-121686.2849	eV
<S²>	6.051
frontier orbital gap (spin up / spin down)	4.9718 / 7.2091	eV